Record 1
Below is a molecular structure, C25H49Br3O12S6 at a distorted geometry, with properties calculated with wB97M-V/def2-TZVPD.

```
95
Properties=species:S:1:pos:R:3:forces:R:3:lowdin_charge:R:1
C -7.471850 -22.963687 28.419405 0.3 0.0 0.2 -1.647
Br -5.654494 -23.174317 29.021576 -0.1 0.0 -0.1 0.632
Br -8.047559 -21.149292 28.589313 -0.1 0.2 0.0 0.597
Br -8.639095 -24.184950 29.321346 -0.2 0.0 0.1 0.639
H -7.511620 -23.220212 27.379016 0.0 0.0 -0.3 -0.085
C -11.574052 -29.662276 28.314704 -0.5 -0.1 0.2 -0.215
C -10.754481 -28.476782 28.829787 0.5 0.0 1.2 -0.219
C -11.044694 -27.299771 27.920902 -1.0 -0.3 -0.2 -0.226
S -11.328744 -27.997220 26.283958 -0.3 0.0 0.3 0.649
O -10.162934 -27.858003 25.462523 0.9 0.2 -0.5 -0.325
O -12.579545 -27.528514 25.748767 -0.3 0.1 0.0 -0.318
C -11.442129 -29.693316 26.818080 0.8 -0.5 -0.9 -0.230
H -12.623608 -29.485172 28.581752 0.1 0.0 0.0 0.122
H -11.287954 -30.609044 28.767070 0.1 0.0 0.0 0.119
H -9.686772 -28.666527 28.991990 -0.1 -0.2 -0.7 0.114
H -11.089078 -28.282166 29.856374 -0.1 0.3 -0.2 0.116
H -10.344761 -26.483376 27.811615 0.2 0.1 0.2 0.052
H -12.039348 -26.934693 28.191179 0.2 0.4 -0.1 0.114
H -10.491779 -30.125899 26.499327 0.2 0.1 0.2 0.105
H -12.168066 -30.223265 26.208203 -0.5 0.2 0.3 0.112
C -6.597996 -25.959431 26.173927 0.9 0.6 -0.2 -0.223
C -6.769047 -26.762225 27.463340 0.1 0.2 0.5 -0.211
C -6.026185 -28.109533 27.314044 -0.5 0.4 -0.5 -0.178
S -5.656184 -28.290244 25.552429 -0.7 1.0 1.0 0.668
O -6.214667 -29.502990 25.070357 -0.3 -1.4 -0.6 -0.304
O -4.270475 -28.001224 25.345372 0.9 0.2 -0.3 -0.303
C -6.655937 -26.919668 25.021549 -0.4 -0.1 -0.8 -0.226
H -5.590807 -25.518220 26.153404 -0.2 0.0 0.3 0.093
H -7.272266 -25.115861 26.026592 -0.3 -0.2 0.3 0.088
H -7.820432 -26.912369 27.713761 -0.1 -0.2 -0.3 0.086
H -6.352306 -26.200026 28.302276 0.0 -0.1 -0.1 0.073
H -6.669035 -28.954095 27.541121 0.1 -0.1 0.2 0.096
H -5.088909 -28.128983 27.856815 0.1 -0.1 0.0 0.094
H -7.656583 -27.305869 24.848027 -0.3 -0.3 0.2 0.089
H -6.325746 -26.534988 24.053325 0.4 0.0 0.2 0.097
C -10.672552 -24.030592 22.853474 1.7 0.7 -1.8 -0.205
C -10.847716 -22.588218 23.326032 -0.4 0.3 -0.4 -0.231
C -11.422770 -22.691314 24.706076 -0.6 -0.2 0.6 -0.226
S -10.270014 -23.801410 25.474112 0.7 0.0 -1.0 0.668
O -10.887223 -24.570100 26.503887 -0.2 -0.2 1.0 -0.319
O -9.016203 -23.098780 25.704126 -0.3 -0.1 0.2 -0.348
C -10.075269 -24.811232 24.007985 -1.1 -1.3 0.3 -0.202
H -9.978164 -23.960585 21.998045 0.1 -0.3 0.4 0.116
H -11.526214 -24.513959 22.385262 -0.5 0.1 0.6 0.119
H -11.478277 -21.988062 22.673097 0.0 0.0 -0.1 0.122
H -9.854550 -22.138654 23.372518 -0.1 0.2 0.0 0.105
H -12.357338 -23.259852 24.692064 0.0 0.1 0.0 0.120
H -11.599789 -21.790732 25.284420 0.4 0.1 0.1 0.116
H -10.731163 -25.674145 24.154387 0.2 0.0 0.4 0.088
H -9.079382 -25.241671 23.960689 0.3 0.5 -0.3 0.101
C -0.449584 -26.292168 26.506400 0.5 0.4 -0.2 -0.221
C -0.221504 -25.716357 27.908856 1.5 -0.3 -0.7 -0.229
C -1.331957 -24.777225 28.193928 -1.1 0.5 1.1 -0.228
S -2.688357 -25.227322 27.112526 -0.2 -1.3 0.3 0.650
O -2.874875 -24.270811 26.072757 -0.2 1.2 -0.7 -0.304
O -3.807778 -25.623986 27.932868 -0.1 0.0 0.0 -0.367
C -1.906555 -26.649326 26.379098 0.4 -0.3 0.7 -0.237
H 0.254084 -27.095251 26.298903 -0.2 -0.1 -0.1 0.120
H -0.273129 -25.485222 25.782384 0.2 -0.2 0.0 0.124
H 0.736988 -25.195248 27.894726 0.0 0.0 0.2 0.118
H -0.145453 -26.492194 28.668095 -0.1 -0.2 -0.1 0.120
H -1.114863 -23.718508 28.105201 0.1 0.1 -0.3 0.112
H -1.729801 -24.950526 29.192980 -0.1 0.2 0.0 0.104
H -2.214711 -26.769729 25.353158 -0.4 -0.1 -0.1 0.098
H -2.176081 -27.493242 27.013962 -0.1 -0.2 -0.3 0.112
C -8.283774 -30.151081 21.000159 0.9 0.4 -0.3 -0.222
C -9.324760 -31.248134 20.932484 -1.0 -0.5 -0.2 -0.227
C -8.770130 -32.412166 21.745675 1.2 -0.2 -1.0 -0.233
S -7.923210 -31.694904 23.141491 -1.5 0.5 0.0 0.632
O -6.637933 -32.277469 23.277248 1.3 -0.6 0.1 -0.298
O -8.842013 -31.684987 24.251307 -0.1 0.0 0.4 -0.331
C -7.861183 -30.047225 22.451859 -1.0 0.4 0.8 -0.231
H -8.659469 -29.187687 20.659234 -0.1 0.0 0.0 0.116
H -7.415137 -30.376206 20.370841 -0.1 -0.2 0.0 0.122
H -9.516654 -31.578380 19.909429 0.1 0.1 0.0 0.113
H -10.298830 -30.911535 21.306509 0.2 0.1 0.2 0.120
H -7.937495 -32.816648 21.149989 -0.2 -0.1 0.1 0.107
H -9.389269 -33.253659 22.026800 -0.4 0.2 0.2 0.106
H -6.949900 -29.551383 22.757568 0.3 -0.1 -0.4 0.088
H -8.687335 -29.554388 22.980063 0.2 0.0 0.1 0.106
C -6.269616 -21.022097 23.159998 -0.7 2.0 -0.8 -0.219
C -5.396883 -21.583336 24.262615 1.0 0.1 0.0 -0.212
C -5.584506 -23.086970 24.300865 -0.2 0.3 0.5 -0.223
S -5.639210 -23.520298 22.576572 -0.2 0.6 0.9 0.653
O -6.466002 -24.676171 22.388545 -0.3 -0.6 -0.4 -0.327
O -4.291055 -23.467627 22.093886 0.4 -0.3 -0.4 -0.294
C -6.455723 -22.028329 22.026701 -0.5 -0.3 -0.3 -0.214
H -5.851385 -20.072809 22.788695 0.4 -0.5 -0.1 0.116
H -7.238681 -20.603480 23.468370 0.0 -0.9 0.4 0.111
H -5.553988 -21.073765 25.209715 -0.2 -0.2 0.1 0.119
H -4.354300 -21.397393 23.987488 0.0 0.1 0.1 0.120
H -6.516199 -23.306995 24.821437 -0.2 -0.4 -0.3 0.086
H -4.755550 -23.638641 24.736859 0.1 0.0 0.1 0.082
H -7.498039 -22.288568 21.839888 0.0 0.0 0.2 0.089
H -6.030460 -21.759181 21.062079 0.2 0.1 0.1 0.105
```
Positions in Å, forces in eV/Å.

Kohn-Sham gap ... 10.083 eV
Maximum force ... 0.050 Eh/bohr


Record 2
Below is 7 unconnected molecules or ions with the total composition C25H49IO27S6 at a distorted geometry, with properties calculated with wB97M-V/def2-TZVPD.

```
108
Properties=species:S:1:pos:R:3:forces:R:3:lowdin_charge:R:1
C -2.073454 5.739216 -3.400144 -0.1 0.5 -0.1 -0.137
C -2.180722 4.817097 -4.715681 -0.5 -0.2 0.6 -0.261
C -1.550594 3.347141 -4.570160 1.4 0.6 -1.2 -0.203
C 0.075956 3.464834 -4.424056 -1.1 0.3 0.4 -0.142
C 0.793265 2.032087 -4.205573 0.6 1.0 0.0 -0.254
C 1.768966 2.065952 -2.910266 0.7 0.0 -1.4 -0.120
O 1.374311 1.154045 -1.855551 -0.3 1.8 0.5 -0.138
C 1.084142 1.834998 -0.614939 0.0 -0.4 2.0 -0.307
C 2.360737 2.597079 0.035001 -0.6 0.4 0.8 -0.145
C 1.944172 3.538901 1.297784 1.7 0.2 0.0 -0.217
C 3.343217 4.241707 1.775134 -0.4 -0.8 -0.5 -0.127
C 0.702864 0.664305 0.456950 1.3 -0.8 -0.9 -0.135
C -0.599364 -0.168718 0.041423 -3.1 4.0 -1.8 -0.698
O -1.616412 0.377179 -0.477389 4.8 -3.1 2.6 -0.048
I -0.490818 -2.346992 0.411021 -0.1 0.8 -0.1 0.733
O 1.694088 1.809439 -5.351534 -1.9 -0.6 0.2 -0.215
C 0.948967 1.370087 -6.510485 0.6 -0.4 -1.5 -0.126
H -3.072127 5.769925 -2.837066 1.5 -0.1 -0.8 0.071
H -1.821541 6.822263 -3.724520 -0.5 -1.7 0.7 0.078
H -1.274326 5.421153 -2.647002 -1.0 0.3 -1.2 0.059
H -1.677435 5.379630 -5.574091 -0.7 -1.0 1.0 0.105
H -3.305305 4.708556 -4.951954 1.8 0.2 0.1 0.106
H -1.967395 2.739384 -3.696330 0.4 0.9 -1.3 0.117
H -1.706878 2.812972 -5.589350 -0.1 0.6 1.9 0.104
H 0.525252 3.986070 -5.350808 -0.7 -1.0 1.3 0.133
H 0.236133 4.199292 -3.544919 0.1 -1.4 -1.3 0.096
H -0.000855 1.206730 -4.162939 1.2 1.0 0.2 0.156
H 1.853770 3.162119 -2.598382 -0.2 -1.6 0.0 0.116
H 2.829630 1.738859 -3.248966 -1.8 0.5 0.4 0.149
H 0.176310 2.534478 -0.651572 1.3 -0.8 -0.4 0.158
H 3.113730 1.834958 0.456172 -1.1 1.0 -0.9 0.119
H 2.911589 3.276531 -0.710263 -0.9 -1.1 0.9 0.117
H 1.590509 2.911450 2.193037 0.2 1.0 -1.5 0.101
H 1.206114 4.366689 1.020064 0.8 -1.4 0.4 0.111
H 4.107057 3.387444 1.855341 -1.0 1.3 0.1 0.079
H 3.240234 4.774425 2.780412 0.2 -0.7 -1.5 0.066
H 3.714917 4.947265 0.955797 -0.6 -0.8 1.3 0.071
H 1.595650 -0.076092 0.402737 -1.5 1.1 0.2 0.107
H 0.676799 1.066632 1.537386 -0.4 -0.7 -1.8 0.129
H -0.005055 1.964236 -6.724770 1.3 -0.7 0.5 0.081
H 1.639537 1.513609 -7.429560 -1.1 -0.1 1.7 0.089
H 0.697752 0.236904 -6.500891 0.3 1.7 0.4 0.106
C -4.843632 -2.500061 0.336728 0.0 0.6 -0.3 -0.179
C -4.650376 -1.770298 1.657513 0.6 -0.3 0.0 -0.181
O -5.891016 -1.919291 2.348324 -0.6 -0.4 -0.5 -0.189
S -6.553051 -3.348244 1.946766 0.5 -0.2 0.2 0.685
O -6.230357 -4.298775 2.971161 1.7 2.7 -3.7 -0.266
O -7.893611 -3.115585 1.499320 0.9 -0.2 0.6 -0.217
O -5.619837 -3.656135 0.651815 -0.2 0.1 0.7 -0.189
H -5.412453 -1.890243 -0.371011 0.1 0.0 0.0 0.134
H -3.894835 -2.790584 -0.116349 -0.2 -0.2 0.1 0.104
H -4.411038 -0.715690 1.518583 -0.2 -0.1 0.1 0.135
H -3.869015 -2.243999 2.259656 0.0 0.0 -0.1 0.123
C 3.297285 9.766464 3.457351 0.1 0.1 0.6 -0.172
C 4.395982 8.713938 3.455130 0.4 0.4 -0.3 -0.172
O 3.720257 7.473655 3.249894 -0.9 0.2 -0.1 -0.203
S 2.415327 7.729213 2.317712 0.1 0.0 -0.1 0.633
O 2.760495 7.407770 0.964275 -0.6 0.2 1.0 -0.233
O 1.271126 7.179886 2.980584 0.9 0.2 -0.7 -0.226
O 2.369057 9.345885 2.457351 0.3 -0.8 -0.3 -0.190
H 2.775391 9.790423 4.418241 0.1 0.0 0.0 0.133
H 3.679341 10.762003 3.227753 -0.2 -0.1 -0.2 0.136
H 4.957338 8.696432 4.389534 -0.2 -0.2 -0.1 0.137
H 5.085874 8.865272 2.619556 0.0 0.1 0.1 0.134
C 1.618171 -0.122711 -11.644419 0.4 -0.4 0.3 -0.173
C 0.441055 -0.954495 -11.157277 -0.1 -0.2 -0.6 -0.174
O -0.190875 -0.153094 -10.159515 0.5 0.8 0.1 -0.192
S -0.014299 1.413666 -10.548257 -0.1 0.0 -0.1 0.657
O -1.208309 1.850255 -11.209413 1.0 -0.1 0.6 -0.222
O 0.545413 2.098482 -9.421659 -0.7 -0.4 -0.9 -0.236
O 1.144917 1.224136 -11.668693 -0.8 0.0 0.4 -0.189
H 2.456477 -0.176751 -10.943959 0.0 -0.1 0.0 0.134
H 1.955043 -0.425940 -12.636556 -0.1 0.3 0.0 0.136
H 0.752678 -1.912691 -10.740978 -0.1 0.2 0.2 0.137
H -0.281251 -1.125207 -11.961109 0.1 0.0 0.0 0.133
C 2.436190 -2.436763 4.200330 -0.7 -0.2 -0.2 -0.169
C 2.997735 -3.620835 3.429364 0.2 -0.3 0.6 -0.183
O 3.799616 -3.045407 2.396132 0.0 1.1 0.0 -0.194
S 4.443353 -1.657385 2.940015 -0.1 -0.3 0.2 0.648
O 5.776255 -1.926672 3.392568 -0.9 0.5 -0.5 -0.225
O 4.135960 -0.618002 2.002236 0.4 -0.7 0.5 -0.242
O 3.492834 -1.477321 4.244136 0.7 -0.3 -0.6 -0.186
H 1.590030 -1.987013 3.672183 0.0 -0.1 0.0 0.120
H 2.128615 -2.711848 5.209874 0.3 0.1 0.0 0.131
H 2.214258 -4.249155 3.003860 0.1 0.2 -0.2 0.135
H 3.646897 -4.228638 4.060977 -0.2 0.1 -0.1 0.097
C -6.371620 -6.610952 7.068251 -0.3 0.2 0.4 -0.176
C -7.423033 -7.663101 6.744690 0.4 -0.4 0.1 -0.181
O -8.031615 -7.218629 5.534019 0.4 0.5 0.0 -0.192
S -6.922908 -6.430984 4.639806 -0.5 0.5 -0.2 0.671
O -6.393939 -7.347412 3.671953 -0.3 0.8 0.6 -0.222
O -7.447891 -5.148717 4.287536 -1.7 -3.3 2.8 -0.253
O -5.813022 -6.234036 5.809724 -0.4 -0.5 -0.5 -0.188
H -6.826158 -5.723900 7.518725 0.0 -0.1 0.0 0.132
H -5.594016 -6.995247 7.729880 0.1 0.1 -0.3 0.133
H -8.167441 -7.764379 7.534903 -0.1 0.1 -0.2 0.134
H -6.961091 -8.636560 6.553616 0.0 0.0 0.1 0.131
C 2.257560 -7.894769 4.760272 0.3 -0.2 -0.5 -0.169
C 3.423331 -8.508094 5.521318 -0.4 -0.5 0.1 -0.169
O 4.077001 -7.404882 6.149166 -0.5 0.9 -0.2 -0.184
S 2.971875 -6.275553 6.519729 0.0 -0.5 0.3 0.667
O 2.606275 -6.437758 7.895086 0.2 0.5 -1.1 -0.214
O 3.403889 -5.022960 5.972320 -0.3 -0.9 0.9 -0.235
O 1.763339 -6.852314 5.602402 0.6 0.1 0.7 -0.190
H 2.592318 -7.444560 3.821273 0.0 -0.1 0.0 0.131
H 1.471554 -8.622050 4.553190 0.0 0.2 0.2 0.138
H 4.112368 -9.042207 4.866817 0.1 0.3 0.1 0.139
H 3.070819 -9.183417 6.306495 0.0 0.0 -0.1 0.135
```
Positions in Å, forces in eV/Å.

Kohn-Sham gap ... 9.090 eV
Maximum force ... 0.121 Eh/bohr
SMILES string ... CCCC[C@H](CO[C@H](CCC)CC(=O)I)OC.O=S1(=O)OCCO1.O=S1(=O)OCCO1.O=S1(=O)OCCO1.O=S1(=O)OCCO1.O=S1(=O)OCCO1.O=S1(=O)OCCO1